(1)
Computed, not measured: a molecular structure, C20H22CeN4O2 in a non-equilibrium geometry, with ωB97M-V with the def2-TZVPD basis set.

The geometry in XYZ format:
```
49
Properties=species:S:1:pos:R:3:forces:R:3:mulliken_charge:R:1
H -0.35559 5.06630 -0.63682 -0.180 0.008 -0.017 0.36
H 1.23641 4.97680 -1.42462 0.097 -0.021 -0.148 0.38
C -3.93699 -2.38300 -0.56542 0.703 0.396 -0.055 -1.00
C -2.03269 1.06190 3.64058 0.495 -0.330 -0.094 -0.39
H -4.70909 -1.66310 -0.29672 -0.074 0.143 0.044 0.35
C 0.74091 -1.23400 -3.79162 1.746 -1.668 0.063 -0.50
Ce 0.42001 -0.21040 -0.33992 -4.985 3.038 -9.846 0.96
C -0.47949 1.16970 -3.55572 -0.299 2.330 0.416 -0.51
H 1.21571 -2.19590 -3.90832 0.129 -0.131 -0.125 0.54
C 0.88151 1.10220 -3.67532 0.588 2.319 0.372 -0.48
H -1.16999 -2.07820 -3.69752 -0.160 -0.119 -0.102 0.53
H -4.13439 -2.77050 -1.56422 0.031 -0.039 -0.164 0.36
H 4.14961 -3.81940 -1.62302 -0.129 -0.152 -0.057 0.36
C -2.62599 -1.72560 -0.54352 -1.042 -0.651 -0.029 0.63
H -2.04689 0.60010 1.08048 0.197 -0.630 0.351 0.40
C 4.42571 -2.81910 -1.29142 -0.739 0.483 0.104 -1.02
H 1.47531 2.00280 -3.70002 0.042 0.192 -0.098 0.54
H -1.08329 1.76970 1.24078 0.562 -0.084 0.175 0.39
C 0.10831 -0.24110 4.86118 -0.278 0.137 -0.136 -1.39
C 1.48531 -0.08630 -3.79052 2.219 -0.911 0.046 -0.50
O 0.46501 -2.82240 1.72838 -0.077 2.532 -2.452 -0.06
N -1.59189 -1.20720 -0.52522 -1.271 -0.962 0.149 -0.29
C -0.59039 -1.16850 -3.67422 -1.873 -1.459 0.350 -0.47
H 2.55731 -0.12690 -3.90622 0.172 -0.065 -0.130 0.54
C -0.92929 0.26110 5.64128 0.052 -0.006 -0.268 -0.47
H 0.94231 -0.74610 5.33408 -0.032 0.029 -0.068 0.43
H -2.28199 0.11240 -3.48672 -0.197 -0.050 -0.092 0.55
H -3.94359 -3.20460 0.15008 0.078 -0.113 0.128 0.36
C -1.99929 0.91310 5.03138 0.262 -0.096 -0.424 -0.82
H -0.90049 0.14480 6.71768 -0.008 0.019 -0.045 0.46
H 5.00151 -2.89000 -0.36912 0.038 0.036 0.186 0.39
N 2.25631 -1.40700 -0.86112 0.966 -0.622 0.194 -0.36
C 0.08001 -0.09400 3.47178 -1.152 0.648 0.042 0.23
N 0.51921 2.03270 -0.52612 0.368 1.596 0.142 -0.32
O 2.82691 0.80560 1.72818 -2.413 -0.969 -2.429 -0.05
H 0.91321 -0.50030 2.95168 0.636 -0.232 -0.545 0.38
H -2.87249 1.57500 3.19028 -0.096 0.055 -0.059 0.45
C 2.00851 0.46010 1.01328 6.813 2.827 6.429 0.59
H -2.80429 1.30580 5.63958 -0.017 0.021 -0.096 0.45
H -0.97759 2.12420 -3.48432 -0.035 0.199 -0.096 0.54
H 1.12241 5.00730 0.34978 0.082 -0.018 0.164 0.39
C 0.44871 -1.93410 1.01368 0.141 -7.306 6.428 0.53
C -1.20729 0.04700 -3.55712 -2.250 -0.690 0.437 -0.45
N -1.08159 0.75480 1.40358 -0.300 0.969 -1.029 -0.39
C 3.21271 -2.02980 -1.05152 1.286 -0.839 -0.226 0.67
C 0.57681 3.18810 -0.54422 0.172 1.245 -0.064 0.72
C 0.64981 4.65310 -0.56572 -0.052 -0.808 -0.043 -1.10
C -0.99429 0.55910 2.82758 -0.269 -0.394 2.860 0.76
H 5.02911 -2.33620 -2.05902 0.052 0.139 -0.141 0.36
```
Positions in Å, forces in eV/Å.

Highest occupied orbital energy, eV: -20.094
Lowest unoccupied orbital energy, eV: -16.55
Charge: +4
Gap between HOMO and LUMO, eV: 3.54

(2)
Computed, not measured: 2 unconnected molecules or ions with the total composition C2H8NO in a non-equilibrium geometry, with ωB97M-V with the def2-TZVPD basis set.

The geometry in XYZ format:
```
12
Properties=species:S:1:pos:R:3:forces:R:3:mulliken_charge:R:1
C 0.14496 -0.83682 -0.03763 -2.512 -5.061 1.611 -0.11
H 0.10289 -1.45348 -2.09489 0.038 0.243 -0.270 0.25
C 0.65054 -1.61315 -1.15970 -0.014 -1.485 -0.240 -1.04
H -0.21927 0.94541 0.62753 1.287 0.274 -1.137 0.31
H 1.03466 0.82419 -0.72760 -1.558 -0.469 2.007 0.19
H -1.84395 2.74445 1.18974 -1.278 0.872 -0.300 0.30
H 1.70905 -1.44203 -1.34102 0.331 0.373 -0.170 0.32
H -1.01307 2.14649 2.28742 0.139 -0.031 1.771 0.29
O -1.10201 2.20430 1.36196 0.737 -0.380 -1.019 -0.64
H -0.55212 -1.22666 0.79971 1.282 0.321 -1.765 0.27
H 0.60863 -2.69559 -0.99543 -0.216 0.110 0.152 0.28
N 0.47970 0.40289 0.08992 1.764 5.231 -0.640 -0.42
```
Positions in Å, forces in eV/Å.

2S+1: 2
Highest occupied orbital energy (alpha / beta), eV: -4.702 / -10.252
Lowest unoccupied orbital energy (alpha / beta), eV: 0.62 / 0.61
<S²>: 0.753
Gap between HOMO and LUMO (alpha / beta), eV: 5.33 / 10.87